Entry P
Formula: C2H6OS2
Source: OMol25
Level of theory: ωB97M-V with the def2-TZVPD basis set

```
! wB97M-V def2-TZVPD RIJCOSX def2/J DEFGRID3
* xyz 1 2
S -1.062 3.589 0.403
S -0.191 2.398 1.829
H -0.086 3.327 -0.490
H 0.727 1.947 0.998
C 0.184 -3.202 -1.607
C 0.429 -4.474 -1.281
O 1.665 -4.978 -1.644
H -0.615 -2.602 -1.186
H 0.645 -2.714 -2.459
H -0.258 -5.128 -0.754
H 2.268 -4.913 -0.927
*
```

Properties
**LUMO (alpha / beta)**: -6.01 / -9.11 eV
**HOMO energy (alpha / beta)**: -11.45 / -11.45 eV


Entry Q
Formula: C2H6OS2
Source: OMol25
Level of theory: ωB97M-V with the def2-TZVPD basis set

```
! wB97M-V def2-TZVPD RIJCOSX def2/J DEFGRID3
* xyz 1 2
O 0.599 -1.920 -1.715
C 0.698 -2.245 -0.564
H 1.479 -1.838 0.102
H -0.021 -2.965 -0.157
C -0.060 1.148 -1.345
S 0.606 0.840 0.345
S -1.212 0.653 1.345
H 0.757 1.017 -2.045
H -0.926 0.508 -1.485
H -0.458 2.167 -1.326
H -0.611 -0.063 2.312
*
```

Properties
**LUMO (alpha / beta)**: -5.50 / -8.45 eV
**HOMO energy (alpha / beta)**: -14.07 / -14.05 eV


Most stable: entry Q (next structure +120.4 kJ/mol)


Entry P
Formula: C7H10Si
Source: OMol25
Level of theory: ωB97M-V with the def2-TZVPD basis set

```
! wB97M-V def2-TZVPD RIJCOSX def2/J DEFGRID3
* xyz 0 1
C 3.214 -0.701 0.089
C 1.821 -1.002 -0.006
C 3.570 0.663 0.001
C 1.021 0.266 -0.177
C 1.689 1.452 -0.223
C -1.595 -1.657 -0.223
C -1.788 1.628 0.185
Si -0.751 0.044 0.033
H 3.930 -1.502 0.001
H 1.412 -1.963 -0.275
H 4.461 1.118 0.323
H 1.579 2.554 0.134
H -1.240 -2.370 -0.949
H -1.422 -2.166 0.821
H -2.747 -1.755 -0.194
H -2.281 1.592 1.159
H -0.960 2.340 0.473
H -2.504 2.020 -0.517
*
```

Properties
**LUMO (alpha / beta)**: -0.77 / -0.31 eV
**HOMO energy (alpha / beta)**: -6.35 / -7.20 eV


Entry Q
Formula: C7H10Si
Source: OMol25
Level of theory: ωB97M-V with the def2-TZVPD basis set

```
! wB97M-V def2-TZVPD RIJCOSX def2/J DEFGRID3
* xyz 0 1
C -1.796 -2.285 1.420
C 1.567 -0.003 3.341
C -0.878 -1.656 0.954
C 1.215 -0.211 2.202
C -0.857 1.599 -0.523
C 0.345 0.120 -2.358
C 0.356 0.679 -0.985
Si 0.709 -0.909 0.501
H -2.624 -2.828 1.720
H 1.624 0.184 4.382
H -0.793 2.447 -1.093
H -1.802 1.280 -0.473
H -0.522 1.961 0.411
H 0.011 0.980 -2.968
H -0.404 -0.689 -2.577
H 1.276 -0.154 -2.752
H 1.102 1.421 -0.824
H 1.470 -1.937 -0.378
*
```

Properties
**LUMO**: 0.82 eV
**HOMO energy**: -9.12 eV


Most stable: entry Q (next structure +141.8 kJ/mol)


Entry P
Formula: C5H9IO
Source: OMol25
Level of theory: ωB97M-V with the def2-TZVPD basis set

```
! wB97M-V def2-TZVPD RIJCOSX def2/J DEFGRID3
* xyz 0 1
C -0.758 2.004 0.184
C -1.024 0.708 0.126
C 0.200 -1.093 -1.337
C 1.330 0.070 0.616
C 0.092 -0.492 0.054
O -0.276 -1.619 1.015
I -2.918 -0.142 -0.027
H -1.566 2.852 0.281
H 0.374 2.283 0.395
H 0.918 -1.917 -1.196
H -0.744 -1.396 -1.640
H 0.593 -0.257 -1.913
H 2.051 -0.742 0.937
H 1.137 0.588 1.498
H 1.849 0.755 -0.066
H -1.258 -1.602 1.073
*
```

Properties
**LUMO**: 0.49 eV
**HOMO energy**: -9.45 eV


Entry Q
Formula: C5H9IO
Source: OMol25
Level of theory: ωB97M-V with the def2-TZVPD basis set

```
! wB97M-V def2-TZVPD RIJCOSX def2/J DEFGRID3
* xyz 0 1
C -1.927 0.712 -0.670
C -0.713 -0.689 1.027
C 0.230 -0.605 -1.317
C 0.496 1.330 0.148
C -0.482 0.192 -0.253
O -2.653 0.089 -1.410
I -2.669 2.485 0.204
H 0.244 -1.058 1.481
H -1.552 -1.452 0.922
H -1.077 -0.016 1.813
H 1.130 -0.978 -0.713
H 0.544 0.143 -2.101
H -0.486 -1.459 -1.760
H 1.394 0.753 0.492
H 0.788 2.042 -0.671
H 0.137 1.895 0.997
*
```

Properties
**LUMO**: 0.50 eV
**HOMO energy**: -9.68 eV


Most stable: entry Q (next structure +102.9 kJ/mol)